9
Properties=species:S:1:pos:R:3:forces:R:3 method="wB97M-V/def2-TZVPD" total_energy_ha=-552.84120 lumo_ev="-0.35 / -0.35" total_charge=0 homo_lumo_gap_ev="7.93 / 7.93" spin_multiplicity=1
C -1.088654 -1.035687 -0.812330 -0.3 3.9 3.8
C 0.079243 -0.418909 -0.908097 0.8 -0.3 1.5
H 0.940138 1.383074 1.873403 -0.2 0.9 1.7
C 0.244710 0.827655 1.321096 -2.0 -2.7 -4.9
H 0.647738 -0.501665 -1.794951 0.8 -0.4 -1.1
H -2.106889 -1.330587 -1.016225 0.5 -0.2 -0.6
H 1.947507 0.324420 0.058312 -1.1 0.2 0.1
C 0.835087 0.287921 0.211228 1.1 -0.5 -1.2
S -1.498876 0.463780 1.067568 0.3 -0.8 0.7

45
Properties=species:S:1:pos:R:3:forces:R:3 method="wB97M-V/def2-TZVPD" total_energy_ha=-984.41397 lumo_ev=-5.16 total_charge=+1 homo_lumo_gap_ev=6.07 spin_multiplicity=1
H 1.100723 -2.232660 3.424670 0.0 -0.1 0.0
H 1.415074 2.838367 4.533253 0.3 0.3 -0.1
H 0.430626 5.156295 -2.957289 0.1 -0.1 0.2
C -1.500640 -1.760476 2.427914 -0.3 -0.3 -0.2
H -1.978194 1.088896 1.140230 0.2 0.0 0.2
C -0.218780 3.794952 -1.400206 0.2 0.1 -0.1
C 3.450475 5.513931 4.959633 0.4 0.4 0.8
C -2.523999 -0.637780 2.344045 -0.8 -0.2 0.2
H 0.437556 2.872991 2.399279 0.8 0.6 -0.5
H -1.600917 -2.353120 3.343074 0.1 0.1 0.0
N -0.241039 -1.084754 2.374506 -0.7 0.0 0.1
C 2.019960 3.720707 4.298021 -0.2 0.2 0.0
N 0.768376 0.994941 2.164023 -0.8 -0.5 0.2
H -1.158568 3.520002 -1.900788 0.6 0.2 0.2
C 2.116434 -1.086552 1.921117 0.5 0.1 -0.6
H 2.755583 5.820660 1.679768 -0.1 -0.1 0.4
C 3.496768 6.028771 3.662942 -0.3 -0.3 -0.1
C 2.226983 4.426141 -0.160521 -0.4 0.0 0.4
C 2.048574 4.176861 2.943890 0.6 0.2 0.5
C -1.753805 0.667490 2.126637 0.4 0.1 -0.2
H 2.676501 5.584087 -1.915261 -0.5 -0.4 0.2
C 0.933799 -1.878603 2.400910 0.6 -0.5 0.4
F 4.144432 6.176507 5.932601 -0.9 -0.8 -1.1
C 1.931316 4.955054 -1.406397 0.0 0.0 -0.1
H -3.082933 -0.602058 3.283697 -0.1 0.1 -0.3
H -0.588322 2.554247 0.338824 0.2 0.4 -0.2
H 2.633255 4.062033 6.355999 0.1 0.1 -0.4
C 0.682194 4.696433 -2.002150 0.0 -0.4 0.4
H 2.815480 0.959477 1.942991 0.1 -0.2 0.2
C 2.783318 5.369259 2.670025 0.2 -0.1 0.2
H 3.031391 -1.567175 2.275872 0.0 0.1 -0.2
C 1.226264 3.701391 0.575866 0.6 -0.1 -1.1
C -0.286151 0.249081 2.219090 0.6 -0.1 0.0
H 2.135689 -1.091447 0.824948 0.0 0.0 0.1
H -2.014696 1.417623 2.880594 0.2 -0.1 -0.2
C 2.043712 0.347089 2.424464 0.2 -0.1 0.2
H 3.215542 4.596978 0.277872 -0.5 -0.1 -0.3
H 2.245580 0.314162 3.515553 -0.1 0.3 -0.4
H 0.769282 -2.757172 1.768605 0.1 0.0 0.1
C 2.697099 4.385302 5.314977 0.1 0.1 -0.5
C 1.254782 3.487708 1.977558 -1.1 0.9 0.4
H -1.580995 -2.458609 1.586928 0.0 0.0 0.0
C 0.082353 3.264206 -0.152883 -0.2 0.4 0.5
H -3.212137 -0.848512 1.521302 -0.1 0.2 0.3
H 4.047894 6.944238 3.437486 -0.2 -0.3 0.2

96
Properties=species:S:1:pos:R:3:forces:R:3 method="wB97M-V/def2-TZVPD" total_energy_ha=-3845.85538 lumo_ev=-3.06 total_charge=+1 homo_lumo_gap_ev=7.92 spin_multiplicity=1
H 0.926196 3.668809 0.052247 0.0 0.0 0.0
H -0.215492 -3.837342 -1.861102 0.0 0.0 0.0
C 1.780197 -4.326803 -1.174490 0.0 0.0 0.0
C 1.220335 -4.530659 1.255249 0.0 0.0 0.0
N -2.802163 -0.791225 2.823097 0.0 0.0 0.0
C -4.196961 0.379878 1.180477 0.0 0.0 0.0
C 4.311381 2.875482 -3.436886 0.0 0.0 0.0
H 3.192922 1.111571 -2.893046 0.0 0.0 0.0
H 5.159965 4.786252 -3.903329 0.0 0.0 0.0
H 0.537261 -5.203482 -2.693162 0.0 0.0 0.0
C 2.491881 -3.391333 -2.144134 0.0 0.0 0.0
C 1.010064 -3.740084 2.322018 0.0 0.0 0.0
H 3.751808 3.945712 3.312739 0.0 0.0 0.0
C 3.121195 4.960507 -3.262522 0.0 0.0 0.0
H 3.385304 -0.573041 3.616103 0.0 0.0 0.0
H -3.565857 0.096447 0.343838 0.0 0.0 0.0
S 1.797230 -0.974914 -0.278107 0.0 0.0 0.0
H 5.211673 2.326359 -3.675597 0.0 0.0 0.0
B 0.871852 -1.292609 2.902899 0.0 0.0 0.0
H 3.595221 -5.302707 -0.478644 0.0 0.0 0.0
C 4.280587 4.255763 -3.564354 0.0 0.0 0.0
H 3.755595 4.531844 0.249684 0.0 0.0 0.0
N 1.195266 -2.437638 1.920163 0.0 0.0 0.0
C 2.887381 0.202078 3.062312 0.0 0.0 0.0
C 3.187897 2.185717 -3.004688 0.0 0.0 0.0
C -2.542013 -0.258157 -4.063909 0.0 0.0 0.0
C -1.141823 -0.582228 4.248923 0.0 0.0 0.0
H 1.268585 -1.644407 3.982879 0.0 0.0 0.0
H -3.194775 -0.068473 4.818952 0.0 0.0 0.0
C -5.144321 -0.267479 3.381491 0.0 0.0 0.0
H 1.173029 -5.598596 1.172481 0.0 0.0 0.0
S -1.542011 -1.806445 0.577872 0.0 0.0 0.0
H 2.170570 -6.357636 -0.423645 0.0 0.0 0.0
H -6.147102 -0.221680 2.960178 0.0 0.0 0.0
C 2.819252 4.274835 2.858221 0.0 0.0 0.0
O -1.078384 1.927880 -1.582803 0.0 0.0 0.0
H -0.502369 -0.416688 5.097124 0.0 0.0 0.0
C 1.988924 4.294345 -2.828199 0.0 0.0 0.0
N 0.896898 2.197916 -2.230111 0.0 0.0 0.0
O -2.353642 -0.173536 -1.661682 0.0 0.0 0.0
N 1.551818 -3.715999 0.186409 0.0 0.0 0.0
H 4.236830 1.920944 2.902891 0.0 0.0 0.0
F -3.556032 -2.466780 -2.283951 0.0 0.0 0.0
H -5.214697 0.509832 0.810531 0.0 0.0 0.0
H -4.886630 1.152437 -3.375589 0.0 0.0 0.0
S -0.265793 1.418689 1.109485 0.0 0.0 0.0
H 3.356073 2.893332 -0.283374 0.0 0.0 0.0
C 0.410608 -4.718239 -1.724963 0.0 0.0 0.0
H -3.398360 2.003138 -2.911574 0.0 0.0 0.0
H -0.099476 -5.415660 -1.058761 0.0 0.0 0.0
H 0.366421 4.104389 1.666788 0.0 0.0 0.0
H 2.735304 -3.981010 -3.028661 0.0 0.0 0.0
H 4.533154 3.144815 1.010790 0.0 0.0 0.0
N 2.270790 2.040921 2.022174 0.0 0.0 0.0
N -0.650276 -1.063157 3.058747 0.0 0.0 0.0
H 2.024757 4.201453 3.601692 0.0 0.0 0.0
H 3.096405 6.036623 -3.366211 0.0 0.0 0.0
C 3.303851 1.428624 2.709173 0.0 0.0 0.0
N 1.605611 0.040016 2.593063 0.0 0.0 0.0
C -4.061400 1.176244 -2.667152 0.0 0.0 0.0
H 1.081796 4.829283 -2.587517 0.0 0.0 0.0
H -5.163360 -0.987129 4.200865 0.0 0.0 0.0
H 1.477648 5.166524 0.798936 0.0 0.0 0.0
C 1.505487 -2.433797 0.612371 0.0 0.0 0.0
H 2.938318 5.323440 2.587564 0.0 0.0 0.0
C -3.274983 -0.128434 -2.700623 0.0 0.0 0.0
H -3.850890 1.331734 1.588535 0.0 0.0 0.0
H 3.421540 -3.006074 -1.725532 0.0 0.0 0.0
C -4.222594 -1.334347 -2.508346 0.0 0.0 0.0
H -4.449650 1.321992 -1.662172 0.0 0.0 0.0
O 1.011258 0.900898 -2.015304 0.0 0.0 -0.1
F -2.125060 -1.494692 -4.321518 0.0 0.0 0.0
C 1.245831 1.154669 1.934601 0.0 0.0 0.0
C 2.455844 3.478776 1.600915 0.0 0.0 0.0
H -4.907353 0.723361 3.770231 0.0 0.0 0.0
C -4.646903 -2.055534 1.741816 0.0 0.0 0.0
C 3.597324 3.506643 0.585334 0.0 0.0 0.0
F -0.254228 -1.479239 -2.259283 0.1 0.0 -0.1
C -4.195225 -0.693253 2.264009 0.0 0.0 0.0
C -1.667480 -1.179957 2.193604 0.0 0.0 0.0
C 2.662959 -5.562968 -0.981431 0.0 0.0 0.0
C 2.048763 2.913434 -2.709060 0.0 0.0 0.0
N -0.204018 2.759900 -2.015629 0.0 0.0 0.0
F -5.023271 -1.127479 -1.449904 0.0 0.0 0.0
H -5.689900 -1.981265 1.433575 0.0 0.0 0.0
F -5.003354 -1.506171 -3.580878 0.0 0.0 0.0
H 2.906237 -5.966726 -1.962976 0.0 0.0 0.0
Ta -0.542274 -0.061138 -1.046244 -0.1 0.0 0.2
F -1.456504 0.544257 -4.062992 0.0 0.0 0.0
H -4.065402 -2.382469 0.885234 0.0 0.0 0.0
C -2.469657 -0.410557 4.108100 0.0 0.0 0.0
F -3.323638 0.132838 -5.073082 0.0 0.0 0.0
C 1.219389 4.124318 0.991793 0.0 0.0 0.0
H 0.751936 -3.988696 3.335862 0.0 0.0 0.0
H 1.867665 -2.559748 -2.450697 0.0 0.0 0.0
H -4.576762 -2.807238 2.529802 0.0 0.0 0.0

20
Properties=species:S:1:pos:R:3:forces:R:3 method="wB97M-V/def2-TZVPD" total_energy_ha=-365.77239 lumo_ev=0.81 total_charge=0 smiles=C#C[C@]12C[C@@H]1N[C@@H](C)C2 homo_lumo_gap_ev=9.65 spin_multiplicity=1
H 0.195653 1.303689 1.754164 -1.1 -0.1 -1.2
H 1.174968 0.009903 -1.091881 5.0 0.9 0.3
C 0.128998 -0.728458 1.060743 3.8 2.8 -2.1
C -0.431136 0.887760 -0.747656 -3.1 4.0 1.9
C -0.476762 0.690275 1.087812 -2.9 -1.3 -0.3
C -1.643756 1.270188 -1.647287 -5.4 -0.7 0.2
C 1.604856 -0.251192 0.915907 8.0 1.2 5.6
H -2.695954 0.663729 -1.329127 2.8 0.8 -0.9
C 2.842631 -0.078586 1.468273 -5.7 1.8 -3.2
H -1.500502 0.988130 -2.857422 -0.1 1.2 3.6
C 0.424256 -2.169980 0.814137 3.0 0.2 -2.0
H -2.187683 2.338877 -1.399236 2.2 -2.2 -1.0
H 0.106535 1.753097 -0.842552 1.8 2.4 0.0
C -0.056889 -1.238765 -0.344924 -2.4 -0.8 0.1
H -1.560803 0.647145 1.473772 1.5 0.5 -0.7
H 3.721874 0.733797 1.696554 -2.5 -2.7 -0.8
H -1.142966 -1.536860 -0.410330 1.0 0.7 -0.6
H 1.611145 -2.361713 0.880031 -3.4 -0.5 0.3
H -0.392297 -2.822798 0.826975 -0.4 -1.8 1.0
N 0.277833 -0.098238 -1.307953 -2.2 -6.5 -0.2

Repeat the second record exactly.
45
Properties=species:S:1:pos:R:3:forces:R:3 method="wB97M-V/def2-TZVPD" total_energy_ha=-984.41397 lumo_ev=-5.16 total_charge=+1 homo_lumo_gap_ev=6.07 spin_multiplicity=1
H 1.100723 -2.232660 3.424670 0.0 -0.1 0.0
H 1.415074 2.838367 4.533253 0.3 0.3 -0.1
H 0.430626 5.156295 -2.957289 0.1 -0.1 0.2
C -1.500640 -1.760476 2.427914 -0.3 -0.3 -0.2
H -1.978194 1.088896 1.140230 0.2 0.0 0.2
C -0.218780 3.794952 -1.400206 0.2 0.1 -0.1
C 3.450475 5.513931 4.959633 0.4 0.4 0.8
C -2.523999 -0.637780 2.344045 -0.8 -0.2 0.2
H 0.437556 2.872991 2.399279 0.8 0.6 -0.5
H -1.600917 -2.353120 3.343074 0.1 0.1 0.0
N -0.241039 -1.084754 2.374506 -0.7 0.0 0.1
C 2.019960 3.720707 4.298021 -0.2 0.2 0.0
N 0.768376 0.994941 2.164023 -0.8 -0.5 0.2
H -1.158568 3.520002 -1.900788 0.6 0.2 0.2
C 2.116434 -1.086552 1.921117 0.5 0.1 -0.6
H 2.755583 5.820660 1.679768 -0.1 -0.1 0.4
C 3.496768 6.028771 3.662942 -0.3 -0.3 -0.1
C 2.226983 4.426141 -0.160521 -0.4 0.0 0.4
C 2.048574 4.176861 2.943890 0.6 0.2 0.5
C -1.753805 0.667490 2.126637 0.4 0.1 -0.2
H 2.676501 5.584087 -1.915261 -0.5 -0.4 0.2
C 0.933799 -1.878603 2.400910 0.6 -0.5 0.4
F 4.144432 6.176507 5.932601 -0.9 -0.8 -1.1
C 1.931316 4.955054 -1.406397 0.0 0.0 -0.1
H -3.082933 -0.602058 3.283697 -0.1 0.1 -0.3
H -0.588322 2.554247 0.338824 0.2 0.4 -0.2
H 2.633255 4.062033 6.355999 0.1 0.1 -0.4
C 0.682194 4.696433 -2.002150 0.0 -0.4 0.4
H 2.815480 0.959477 1.942991 0.1 -0.2 0.2
C 2.783318 5.369259 2.670025 0.2 -0.1 0.2
H 3.031391 -1.567175 2.275872 0.0 0.1 -0.2
C 1.226264 3.701391 0.575866 0.6 -0.1 -1.1
C -0.286151 0.249081 2.219090 0.6 -0.1 0.0
H 2.135689 -1.091447 0.824948 0.0 0.0 0.1
H -2.014696 1.417623 2.880594 0.2 -0.1 -0.2
C 2.043712 0.347089 2.424464 0.2 -0.1 0.2
H 3.215542 4.596978 0.277872 -0.5 -0.1 -0.3
H 2.245580 0.314162 3.515553 -0.1 0.3 -0.4
H 0.769282 -2.757172 1.768605 0.1 0.0 0.1
C 2.697099 4.385302 5.314977 0.1 0.1 -0.5
C 1.254782 3.487708 1.977558 -1.1 0.9 0.4
H -1.580995 -2.458609 1.586928 0.0 0.0 0.0
C 0.082353 3.264206 -0.152883 -0.2 0.4 0.5
H -3.212137 -0.848512 1.521302 -0.1 0.2 0.3
H 4.047894 6.944238 3.437486 -0.2 -0.3 0.2